The following is a quantum chemistry calculation of an isolated molecule of C2H4N2O2 at a distorted geometry, from the OMol25 dataset.

Its energy above the lowest of the compared OMol25 structures with the same formula, charge and spin is 6.016 eV. Its charge is 0. The SMILES is Cn1onc1O. The largest force on an atom comes out at 3.44 eV/Å. The total energy is -338.43211 a.u. As for the gap between HOMO and LUMO: 0.3435 hartree.

```
10
C2H4N2O2 ωB97M-V with the def2-TZVPD basis set
O 1.759 0.675 0.202
O -0.187 -1.936 -0.077
N -0.394 -0.356 0.418
N 1.161 -1.664 0.011
C -1.302 0.629 -0.103
C 0.955 -0.388 0.218
H -1.440 1.398 0.665
H -2.260 0.144 -0.285
H -0.946 1.105 -1.020
H 2.654 0.395 -0.029
```

Here is what Mulliken gives for the atomic charges, in e: O -0.4760; O -0.1351; N -0.1259; N -0.4659; C -0.6423; C 0.6296; H 0.2798; H 0.2878; H 0.2838; H 0.3642

=====

The following is a quantum chemistry calculation of a structure of composition C8H10N2ORh at a distorted geometry, from the OMol25 dataset.

Its energy above the lowest of the compared OMol25 structures with the same formula, charge and spin is 1.389 eV. Its charge is -1. Its expectation value of S² is 6.0242. The largest force on an atom comes out at 7.00 eV/Å. The total energy is -605.88705 a.u. As for the gap between HOMO and LUMO (alpha / beta): 0.2155 / 0.2487 hartree. As for the spin multiplicity: 5.

```
22
C8H10N2ORh ωB97M-V with the def2-TZVPD basis set
Rh 0.381 0.028 -0.049
O -0.023 -3.258 2.806
N 0.235 -1.351 1.356
N 2.208 -0.644 -0.816
C 0.207 1.513 1.404
C -1.388 -1.196 -1.160
C -0.384 0.758 -1.929
C -0.430 -0.662 -2.095
C -1.321 1.121 -0.915
C 0.106 -2.312 2.076
C 1.499 1.122 0.822
C -1.924 -0.084 -0.391
H -2.654 -0.148 0.382
H 0.223 1.457 -2.538
H 2.301 -1.148 0.280
H 0.176 -1.259 -2.780
H 1.868 1.872 0.061
H -0.097 2.496 1.080
H -1.650 -2.224 -1.032
H 0.154 1.234 2.454
H -1.587 2.129 -0.601
H 2.098 0.557 1.585
```

Here is what Mulliken gives for the atomic charges, in e: Rh 0.0707; O -0.6978; N -0.3861; N -0.4017; C -0.8759; C -0.2876; C -0.5441; C -0.4411; C -0.7945; C 0.5429; C -0.5514; C -0.4387; H 0.4085; H 0.3881; H 0.1998; H 0.3952; H 0.2287; H 0.3755; H 0.4669; H 0.3092; H 0.6049; H 0.4288

=====

The following is a quantum chemistry calculation of a structure of composition C3H2LiO3Tl at a distorted geometry, from the OMol25 dataset.

Its energy above the lowest of the compared OMol25 structures with the same formula, charge and spin is 1.800 eV. Its charge is 0. The largest force on an atom comes out at 2.83 eV/Å. The total energy is -521.16903 a.u. As for the gap between HOMO and LUMO: 0.2212 hartree.

```
10
C3H2LiO3Tl ωB97M-V with the def2-TZVPD basis set
Tl -1.924 1.324 -1.445
O -0.317 2.337 -0.431
O 0.383 -3.089 -0.163
O -0.826 -0.408 -0.595
C 0.300 1.441 0.387
C -0.719 -3.265 -0.414
C 0.081 -0.044 0.219
Li 1.366 -1.518 0.970
H 0.286 1.579 1.504
H 1.371 1.644 -0.032
```

Here is what Mulliken gives for the atomic charges, in e: Tl 0.3997; O -0.7210; O -0.2166; O -0.6162; C -0.1005; C 0.1774; C -0.2432; Li 0.9063; H 0.2290; H 0.1852

=====

The following is a quantum chemistry calculation of a cluster of 4 separate species, C4H15NO3 in total at a distorted geometry, from the OMol25 dataset.

Its energy above the lowest of the compared OMol25 structures with the same formula, charge and spin is 3.636 eV. Its charge is 0. The SMILES is C=CNCC.O.O.O. The largest force on an atom comes out at 5.47 eV/Å. The total energy is -441.74825 a.u. As for the gap between HOMO and LUMO: 0.3021 hartree.

```
23
C4H15NO3 ωB97M-V with the def2-TZVPD basis set
O 1.456 -1.837 -0.711
O 2.463 0.879 0.117
O 1.004 1.541 2.233
N -1.689 0.013 0.235
C -1.490 0.992 -0.865
C -0.532 0.430 -1.875
C -0.835 -2.088 1.256
C -0.697 -0.862 0.691
H -0.866 0.805 -2.947
H -0.287 -0.666 -1.841
H 2.071 -2.565 -0.289
H -2.611 0.000 0.516
H 1.732 1.347 0.621
H -2.547 1.041 -1.358
H 0.495 0.542 -1.669
H 0.115 1.485 2.052
H 0.235 -0.252 0.437
H 2.128 1.122 -0.741
H 2.025 -1.130 -0.700
H 1.122 2.203 2.828
H -0.039 -2.738 1.277
H -1.456 2.140 -0.586
H -1.797 -2.403 1.319
```

Here is what Mulliken gives for the atomic charges, in e: O -0.5915; O -0.6828; O -0.6012; N -0.1544; C -0.2868; C -0.8279; C -1.3967; C 0.6900; H 0.2627; H 0.3957; H 0.2892; H 0.1207; H 0.3800; H 0.3146; H 0.0347; H 0.3098; H 0.0049; H 0.3533; H 0.2983; H 0.2472; H 0.2989; H 0.2108; H 0.3304

=====

The following is a quantum chemistry calculation of a cluster of 2 separate species, C3H12NO in total at a distorted geometry, from the OMol25 dataset.

Its energy above the lowest of the compared OMol25 structures with the same formula, charge and spin is 1.246 eV. Its charge is +1. The largest force on an atom comes out at 2.30 eV/Å. The total energy is -251.22456 a.u. As for the gap between HOMO and LUMO: 0.4322 hartree.

```
17
C3H12NO ωB97M-V with the def2-TZVPD basis set
O 0.784 -0.119 0.772
N -1.628 0.613 0.319
C 1.673 -0.521 -0.278
C 2.234 0.703 -1.005
C -2.435 -0.652 0.508
H -0.674 0.405 0.828
H -1.909 -1.530 0.143
H 1.174 -1.151 -1.017
H -1.515 1.047 -0.595
H -3.390 -0.661 0.006
H 2.897 0.468 -1.848
H -2.132 1.317 0.862
H 1.458 1.333 -1.452
H 2.856 1.277 -0.313
H 0.844 -0.796 1.458
H 2.555 -1.070 0.054
H -2.792 -0.664 1.557
```

Here is what Mulliken gives for the atomic charges, in e: O -0.6068; N -0.2792; C -0.1672; C -1.1161; C -0.8027; H 0.3694; H 0.3072; H 0.2443; H 0.3416; H 0.3720; H 0.3604; H 0.3760; H 0.2838; H 0.3024; H 0.3400; H 0.3390; H 0.3358

=====

The following is a quantum chemistry calculation of a structure of composition C4H4AgBr2O6 at a distorted geometry, from the OMol25 dataset.

Its charge is -3. The largest force on an atom comes out at 1.71 eV/Å. The total energy is -5901.09043 a.u. As for the gap between HOMO and LUMO: 0.0996 hartree.

```
17
C4H4AgBr2O6 ωB97M-V with the def2-TZVPD basis set
Ag -25.645 -12.316 5.941
Br -25.384 -10.655 3.703
Br -22.798 -13.284 0.887
O -26.311 -13.825 9.388
O -24.684 -13.651 7.816
O -24.145 -14.919 4.230
O -26.012 -16.106 4.690
O -26.041 -11.920 8.195
O -26.157 -13.917 4.160
C -23.441 -11.781 1.968
C -24.519 -12.234 2.913
C -25.430 -15.006 4.416
C -25.634 -13.147 8.534
H -22.613 -11.313 2.495
H -25.315 -12.903 2.587
H -23.811 -11.040 1.258
H -24.122 -12.845 3.741
```

Here is what Mulliken gives for the atomic charges, in e: Ag 0.4320; Br -0.2838; Br -0.2322; O -0.8247; O -0.7952; O -0.7851; O -0.8566; O -0.8801; O -0.8640; C -0.5218; C -0.6093; C 0.7749; C 0.8745; H 0.3625; H 0.5150; H 0.3515; H 0.3422

=====

The following is a quantum chemistry calculation of a cluster of 2 separate species, C2H9NO3 in total at a distorted geometry, from the OMol25 dataset.

Its energy above the lowest of the compared OMol25 structures with the same formula, charge and spin is 4.653 eV. Its charge is 0. The SMILES is CC(O)O.NO. The largest force on an atom comes out at 3.31 eV/Å. The total energy is -361.94383 a.u. As for the gap between HOMO and LUMO: 0.3702 hartree.

```
15
C2H9NO3 ωB97M-V with the def2-TZVPD basis set
O 2.588 0.519 -0.124
O 0.809 -0.143 -1.326
O -1.399 -0.959 -0.483
N -2.397 0.075 -0.616
C 0.407 0.299 1.263
C 1.461 -0.241 -0.161
H -0.168 -0.551 -1.178
H -0.356 -0.134 1.917
H 1.724 -1.256 0.150
H -2.240 0.471 -1.550
H -3.285 -0.425 -0.643
H 2.416 1.326 -0.628
H -0.870 -0.707 0.431
H 0.112 1.298 0.947
H 1.199 0.428 2.001
```

Here is what Mulliken gives for the atomic charges, in e: O -0.4779; O -0.5998; O -0.5056; N -0.3966; C -1.2428; C 0.0887; H 0.4640; H 0.4455; H 0.3032; H 0.2385; H 0.2533; H 0.3359; H 0.4232; H 0.2888; H 0.3816

=====

The following is a quantum chemistry calculation of a structure of composition C5H14N2O at a distorted geometry, from the OMol25 dataset.

Its energy above the lowest of the compared OMol25 structures with the same formula, charge and spin is 5.943 eV. Its charge is 0. The largest force on an atom comes out at 4.16 eV/Å. The total energy is -383.48229 a.u. As for the gap between HOMO and LUMO: 0.3255 hartree.

```
22
C5H14N2O ωB97M-V with the def2-TZVPD basis set
O -1.697 -1.399 -1.194
N -0.279 0.951 0.594
N -0.438 1.610 1.747
C -0.612 -1.667 -0.693
C -0.531 -2.426 0.620
C -1.212 1.394 -0.411
C 0.667 -1.254 -1.286
C 1.548 1.196 -0.079
H 0.333 -2.125 1.210
H 1.440 2.285 -0.053
H -1.444 -2.271 1.191
H -1.416 2.474 -0.360
H 2.198 1.124 -0.953
H 0.582 -0.951 -2.326
H -2.137 0.812 -0.291
H 2.048 0.888 0.838
H 1.135 -0.199 -0.659
H -0.524 2.628 1.715
H -0.834 1.124 -1.396
H 0.126 1.254 2.507
H -0.438 -3.493 0.402
H 1.484 -1.953 -1.123
```

Here is what Mulliken gives for the atomic charges, in e: O -0.6220; N 0.2657; N -0.6881; C 1.1166; C -1.2944; C -1.0397; C -0.7643; C -1.3753; H 0.2978; H 0.4291; H 0.3230; H 0.3875; H 0.4052; H 0.3762; H 0.3508; H 0.3127; H -0.0495; H 0.2209; H 0.3329; H 0.2147; H 0.3930; H 0.4073

=====

The following is a quantum chemistry calculation of a structure of composition C26H53ClHfOP2Si2 at a distorted geometry, from the OMol25 dataset.

Its energy above the lowest of the compared OMol25 structures with the same formula, charge and spin is 0.000 eV. Its charge is 0. The largest force on an atom comes out at 3.08 eV/Å. The total energy is -2867.68455 a.u. As for the gap between HOMO and LUMO: 0.2320 hartree.

```
86
C26H53ClHfOP2Si2 ωB97M-V with the def2-TZVPD basis set
Hf 0.057 -0.368 0.072
Cl 1.357 -2.379 0.389
P 0.382 -0.129 2.841
P -0.035 -1.244 -2.589
Si -1.239 2.511 2.559
Si -1.679 1.341 -3.125
O -1.398 -1.832 0.467
C -0.653 2.039 0.832
C -3.459 1.881 -3.026
C 2.753 -1.025 -3.380
C 0.557 1.756 -1.132
C -0.490 -1.423 5.271
C 0.253 -1.619 3.947
C -0.812 -3.858 -1.809
C -1.212 -3.360 -4.165
C 0.666 2.042 0.257
C -2.114 -0.778 0.332
C -0.426 -2.813 3.266
C -1.519 -0.524 -3.372
C -0.992 0.886 3.488
C -0.205 3.883 3.284
C 1.866 1.085 4.967
C -0.805 2.288 -4.473
C -0.277 -3.045 -2.994
C -0.831 1.567 -1.458
C 1.085 -0.998 -5.212
C -3.589 -0.744 0.441
C 1.321 -0.614 -3.749
C -1.542 1.715 -0.233
C 3.246 0.299 3.064
C 1.873 0.863 3.452
C -3.030 3.020 2.519
C 2.606 -0.007 -0.196
H -3.994 -0.343 -0.500
H 2.920 1.030 -0.424
H 1.310 -1.864 4.137
H 4.007 0.716 3.740
H -1.165 -4.440 -4.350
H -2.632 1.693 -0.144
H -0.395 3.961 4.366
H -0.850 1.092 4.559
H 0.159 -0.595 -5.636
H 3.393 -0.927 -4.270
H -0.957 -2.862 -5.103
H -0.956 -4.901 -2.139
H -1.563 -1.272 5.101
H -1.123 1.914 -5.459
H -1.459 -2.582 2.987
H 2.808 -2.064 -3.029
H -2.398 -1.000 -2.915
H -3.154 3.926 1.906
H -0.482 -3.642 3.990
H 1.917 -0.589 -5.802
H -4.082 -1.709 0.655
H -0.143 -3.844 -0.949
H -1.104 3.345 -4.400
H -2.252 -3.123 -3.912
H 1.110 -2.090 -5.336
H 3.537 0.610 2.057
H 1.001 1.649 5.332
H 3.181 -0.356 -2.629
H 1.240 0.479 -3.642
H 1.743 1.831 2.943
H 3.167 -0.309 0.699
H 0.748 -3.374 -3.226
H -1.915 0.296 3.385
H -4.025 1.336 -2.258
H -3.856 -0.026 1.232
H 0.288 2.232 -4.408
H -3.684 2.236 2.113
H -0.116 -0.605 5.892
H -3.360 3.258 3.542
H -3.941 1.714 -4.001
H -1.797 -3.503 -1.489
H 0.105 -3.152 2.377
H -1.541 -0.755 -4.447
H -3.519 2.956 -2.802
H 0.872 3.753 3.122
H 1.369 1.761 -1.861
H -0.515 4.831 2.818
H 2.763 1.667 5.222
H 3.028 -0.638 -0.991
H -0.385 -2.346 5.855
H 1.574 2.308 0.797
H 3.281 -0.796 3.140
H 1.942 0.128 5.501
```

Here is what Mulliken gives for the atomic charges, in e: Hf 1.8495; Cl -0.5431; P 0.6639; P 0.7194; Si -0.4146; Si -0.4226; O -0.7541; C -0.0508; C -1.0760; C -1.2211; C -0.3103; C -1.6585; C 0.7529; C -1.3657; C -1.6656; C -0.3556; C 0.5625; C -1.3426; C -1.3819; C -1.3769; C -1.0768; C -1.6051; C -1.0693; C 0.7443; C -0.0503; C -1.6119; C -1.3929; C 1.3482; C -0.7278; C -1.2263; C 1.3729; C -1.0733; C -1.8173; H 0.2115; H 0.3792; H 0.4026; H 0.4711; H 0.5166; H 0.9190; H 0.3688; H 0.9191; H 0.2768; H 0.4719; H 0.3144; H 0.5262; H 0.3145; H 0.3699; H 0.2187; H 0.2185; H 0.3657; H 0.3246; H 0.5316; H 0.5079; H 0.4150; H 0.2479; H 0.3859; H 0.3128; H 0.2775; H 0.3220; H 0.2683; H 0.3439; H -0.8591; H -0.8596; H 0.2810; H 0.4120; H 0.3550; H 0.2595; H 0.2185; H 0.3381; H 0.2588; H 0.3081; H 0.3690; H 0.3696; H 0.2171; H 0.2420; H 0.9227; H 0.3262; H 0.3438; H 0.3378; H 0.3832; H 0.5112; H 0.2612; H 0.5197; H 0.3531; H 0.2282; H 0.2780

=====

- The lowest charge belongs to which entry?
  C4H4AgBr2O6

=====

- Number 5 is which compound?
  C3H12NO